(1)
The following is a DFT calculation (the ωB97M-V functional and the def2-TZVPD basis) of a cluster of 6 separate species, C5H23NO7 in total.

Calculated values
HOMO-LUMO gap	9.916	eV
relative energy (zero: lowest compared OMol25 entry of this formula, charge and spin)	1.0709	eV
SMILES	CN[C@H](CO)CCO.O.O.O.O.O

Cartesian coordinates (Å):
C 1.705 2.133 -0.350
N 0.404 1.480 -0.536
C 0.409 0.018 -0.280
C -0.993 -0.518 -0.561
C -1.739 -0.890 0.713
O -1.266 -2.073 1.306
C 1.478 -0.768 -1.087
O 1.735 -2.016 -0.472
H 1.521 3.224 -0.287
H 2.142 1.841 0.677
H 2.476 1.964 -1.110
H 0.045 1.690 -1.468
H 0.712 -0.087 0.781
H -1.604 0.164 -1.162
H -0.954 -1.435 -1.237
H -1.612 -0.174 1.542
H -2.825 -1.078 0.508
H -1.076 -2.751 0.555
H 1.113 -1.039 -2.066
H 2.418 -0.200 -1.123
H 1.785 -1.895 0.496
H 1.012 0.411 2.678
H 0.516 1.623 2.013
O 0.810 1.304 2.829
H -0.114 -4.512 -0.662
H 0.370 -3.043 -0.668
O -0.418 -3.619 -0.722
H -2.668 2.625 0.397
H -1.145 2.571 0.104
O -2.024 3.075 -0.108
H 1.467 -2.262 2.854
H 0.288 -1.841 1.955
O 1.227 -1.670 2.145
H -1.926 2.607 -1.758
H -1.672 2.914 -3.280
O -1.594 2.227 -2.619



(2)
The following is a DFT calculation (the ωB97M-V functional and the def2-TZVPD basis) of a structure of composition C31H41N6OPPdS.

Calculated values
total charge	-1
HOMO-LUMO gap (alpha / beta)	4.581 / 5.307	eV
expectation value of S²	0.762
relative energy (zero: lowest compared OMol25 entry of this formula, charge and spin)	0.9735	eV
spin multiplicity	2

Cartesian coordinates (Å):
Pd -0.872 -0.095 0.272
O -1.214 1.225 2.262
N -0.535 2.333 2.382
C -1.211 3.498 2.229
C -0.608 4.721 2.364
C 0.757 4.755 2.653
C 1.438 3.571 2.783
C 0.818 2.314 2.652
S 1.662 0.838 2.800
H -2.250 3.346 1.976
H -1.199 5.614 2.221
H 1.278 5.698 2.763
H 2.498 3.554 2.996
C 3.560 0.012 -0.508
C 3.069 -1.278 -1.096
C 3.790 -2.459 -0.965
C 3.319 -3.657 -1.492
C 2.110 -3.661 -2.180
C 1.354 -2.504 -2.325
C -0.016 -2.562 -2.938
C 1.821 -1.293 -1.756
N 1.011 -0.188 -1.656
C 0.543 0.473 -2.713
C 1.201 0.360 -4.070
C -0.527 1.389 -2.556
C -0.905 2.265 -3.727
N -1.201 1.431 -1.409
C -2.088 2.470 -1.153
C -1.609 3.772 -0.950
C -0.132 4.042 -0.986
C -2.510 4.792 -0.660
C -3.870 4.539 -0.552
C -4.333 3.241 -0.733
C -3.461 2.201 -1.031
C -3.962 0.795 -1.209
H 4.545 -0.119 -0.053
H 2.879 0.401 0.254
H 3.633 0.777 -1.285
H 4.748 -2.429 -0.454
H 3.899 -4.567 -1.389
H 1.724 -4.588 -2.595
H -0.325 -3.599 -3.088
H -0.065 -2.056 -3.905
H -0.737 -2.061 -2.283
H 1.970 -0.412 -4.064
H 1.678 1.298 -4.371
H 0.486 0.110 -4.861
H -1.203 1.669 -4.594
H -0.079 2.902 -4.060
H -1.740 2.917 -3.475
H 0.415 3.284 -0.420
H 0.088 5.022 -0.560
H 0.264 4.015 -2.006
H -2.126 5.794 -0.497
H -4.562 5.342 -0.324
H -5.393 3.026 -0.646
H -5.051 0.780 -1.282
H -3.642 0.176 -0.366
H -3.528 0.326 -2.093
C 1.093 -4.494 1.917
N 1.552 -3.058 2.083
C 1.232 -2.594 3.509
N -0.137 -2.793 3.822
C -0.521 -4.172 3.593
N -0.294 -4.613 2.223
C -1.181 -3.895 1.276
P -0.978 -2.002 1.240
C 0.855 -2.220 1.045
C -1.018 -1.848 3.092
H 1.684 -5.100 2.610
H 1.315 -4.764 0.884
H 2.559 -2.991 1.925
H 1.489 -1.536 3.553
H 1.872 -3.195 4.162
H -1.580 -4.282 3.827
H 0.061 -4.815 4.263
H -2.206 -4.171 1.540
H -0.993 -4.285 0.271
H 1.313 -1.227 1.037
H 1.038 -2.696 0.086
H -2.036 -1.989 3.461
H -0.721 -0.819 3.312



(3)
The following is a DFT calculation (the ωB97M-V functional and the def2-TZVPD basis) of an isolated molecule of C5H10O2.

Calculated values
HOMO-LUMO gap	10.800	eV
relative energy (zero: lowest compared OMol25 entry of this formula, charge and spin)	1.3642	eV
SMILES	C[C@@H]1OCC[C@H]1O

Cartesian coordinates (Å):
C 1.410 -0.644 -0.383
C 1.363 -0.242 1.099
O 0.350 0.740 1.196
C -0.703 0.264 0.373
C -1.739 1.350 0.178
C 0.017 -0.219 -0.904
O -0.673 -1.261 -1.563
H 1.581 -1.726 -0.491
H -0.150 -2.048 -1.387
H 2.211 -0.146 -0.934
H 1.094 -1.115 1.718
H 2.295 0.179 1.477
H -1.167 -0.624 0.842
H -2.569 0.975 -0.430
H -2.133 1.683 1.144
H -1.292 2.213 -0.329
H 0.106 0.621 -1.607



(4)
The following is a DFT calculation (the ωB97M-V functional and the def2-TZVPD basis) of a structure of composition C40H25As2BiF16GeSSe.

Calculated values
HOMO-LUMO gap	7.511	eV
relative energy (zero: lowest compared OMol25 entry of this formula, charge and spin)	0.2622	eV

Cartesian coordinates (Å):
Bi -0.087 -0.160 -0.771
C 5.701 -0.460 0.182
As 3.812 -0.063 -0.134
C 4.008 1.109 -1.685
C 3.553 1.301 1.246
C 4.481 2.313 1.472
C 4.277 3.264 2.461
C 3.133 3.212 3.244
C 2.197 2.212 3.032
C 2.409 1.257 2.044
As 1.044 -0.090 1.739
C -0.310 0.218 3.081
C 1.865 -1.741 2.340
H 6.324 0.425 0.059
H 6.015 -1.221 -0.531
H 5.821 -0.854 1.190
H 4.881 1.754 -1.589
H 3.116 1.729 -1.771
H 4.106 0.502 -2.584
H 5.378 2.363 0.865
H 5.007 4.047 2.619
H 2.961 3.955 4.013
H 1.296 2.196 3.631
H -0.724 1.215 2.942
H 0.112 0.102 4.078
H -1.097 -0.519 2.923
H 2.649 -1.481 3.050
H 2.287 -2.265 1.485
H 1.111 -2.364 2.820
F -1.351 3.198 -2.498
C -1.283 4.530 -2.619
C -0.880 5.326 -1.560
C -0.850 6.690 -1.793
F -0.517 7.529 -0.798
C -1.182 7.253 -3.010
F -1.140 8.573 -3.194
C -1.572 6.425 -4.048
F -1.896 6.943 -5.230
C -1.628 5.057 -3.852
F -2.006 4.260 -4.853
Ge -0.386 4.649 0.233
S -0.389 2.557 0.563
C -1.641 5.441 1.542
C -2.850 6.039 1.233
F -3.217 6.237 -0.045
C -3.741 6.461 2.206
F -4.896 7.043 1.873
C -3.430 6.273 3.539
F -4.276 6.675 4.486
C -2.238 5.662 3.888
F -1.942 5.470 5.176
C -1.377 5.252 2.889
F -0.246 4.636 3.269
C 1.389 5.505 0.478
C 2.377 5.090 -0.400
F 2.076 4.203 -1.366
C 3.679 5.547 -0.350
F 4.605 5.097 -1.203
C 4.022 6.476 0.615
F 5.275 6.924 0.700
C 3.061 6.935 1.497
F 3.392 7.841 2.421
C 1.765 6.452 1.412
F 0.879 6.967 2.273
F -5.861 -1.024 1.691
C -4.631 -0.859 1.169
C -4.327 0.334 0.545
C -3.053 0.504 0.019
C -2.108 -0.516 0.115
C -2.451 -1.708 0.746
C -3.718 -1.889 1.282
H -5.073 1.115 0.483
H -2.802 1.445 -0.452
H -1.728 -2.503 0.847
H -3.997 -2.808 1.779
Se 0.786 -2.665 -1.193
C -0.274 -4.114 -0.505
C 0.135 -4.746 0.665
C -0.555 -5.858 1.131
C -1.653 -6.341 0.434
C -2.054 -5.716 -0.739
C -1.364 -4.610 -1.213
H 0.995 -4.374 1.205
H -0.232 -6.347 2.041
H -2.186 -7.210 0.796
H -2.906 -6.094 -1.291
H -1.667 -4.135 -2.137